ORCA calculation (ωB97M-V with the def2-TZVPD basis set) on a 2-piece molecular cluster, C4H11O3 overall at a distorted geometry.

Last column: Löwdin spin population.
Cartesian coordinates (Å):
1 O 3.73129 -0.86307 -0.34750  0.038
2 O 1.24192 0.63609 -0.19578  0.780
3 O -1.61700 -0.04037 -0.12162  0.004
4 C 0.37331 0.84254 0.84209  0.098
5 C 3.96010 -2.00133 0.42286  0.002
6 C -0.74224 -0.17499 0.96605  -0.001
7 C -2.66795 -0.97271 -0.10622  0.000
8 H 4.07201 -1.76320 1.49439  0.000
9 H -0.31505 -1.19563 0.99753  0.000
10 H 4.91343 -2.43917 0.08125  0.002
11 H 0.93895 0.91953 1.79244  0.035
12 H 2.71855 -0.33810 -0.20661  -0.003
13 H -0.04862 1.86052 0.69758  0.044
14 H -2.28610 -2.00592 -0.18254  0.000
15 H -3.26297 -0.88581 0.81926  0.000
16 H -1.27418 -0.00414 1.92058  0.000
17 H -3.31412 -0.76374 -0.96715  0.000
18 H 3.17508 -2.76466 0.28930  0.000

Results
ΔE to the lowest compared entry with this formula, charge and spin: 25.39 kcal per mole
HOMO-LUMO gap (alpha / beta): 10.55 / 7.37 eV
2S+1: 2
LUMO level (alpha / beta): 0.82 / -2.32 eV
HOMO (alpha / beta): -9.7 / -9.7 eV